Entry from the Open Molecules 2025 dataset: 2 unconnected molecules or ions with the total composition C11H18O (ωB97M-V/def2-TZVPD).

XYZ file:
```
30
Properties=species:S:1:pos:R:3:forces:R:3:mulliken_charge:R:1
C -1.930931 -1.230721 -3.170398 0.74 0.89 -0.43 -1.096
C -2.067868 -0.700349 -1.733235 1.30 2.46 0.77 -1.049
C -0.861375 -1.040482 -0.869186 0.01 -0.94 -1.29 0.954
C -0.831558 -2.305629 -0.269651 1.07 0.64 -0.34 -0.755
C 0.361046 -2.805188 0.220032 1.10 1.04 -0.22 -0.303
C 1.568260 -2.039923 0.052646 -1.82 -0.80 0.85 0.280
O 2.665885 -2.548053 0.706988 2.04 -0.35 -1.47 -0.546
C 1.523449 -0.796554 -0.560256 -0.16 0.47 -0.52 -0.349
C 0.314642 -0.295076 -1.054089 -0.82 -1.96 1.20 -0.982
H -2.113753 -0.508264 -3.993464 -0.98 -0.28 0.73 0.329
H -2.497980 -2.129098 -3.230314 -0.61 -0.64 -0.63 0.314
H -0.906620 -1.477155 -3.485103 0.06 -0.24 0.94 0.339
H -2.046555 0.403664 -1.656906 -0.05 -0.09 -0.87 0.343
H -2.994306 -0.841910 -1.199251 -0.48 -1.04 -0.23 0.560
H -1.695910 -2.930975 -0.362534 -0.46 -0.20 0.41 0.399
H 0.398735 -3.762160 0.725397 0.20 0.01 -0.09 0.427
H 3.451640 -2.680102 0.081282 -1.75 0.49 1.26 0.329
H 2.397344 -0.174924 -0.717613 0.27 -0.28 0.26 0.354
H 0.205969 0.617327 -1.581699 0.37 0.83 -0.39 0.429
C -0.073608 1.297828 2.310682 1.76 0.24 -0.42 -0.595
C 0.255862 2.790009 2.477853 -0.63 -0.20 0.37 -0.296
C 1.166088 3.386624 1.383076 0.61 0.97 1.16 -0.797
H -1.120716 1.078067 2.345682 -0.53 -0.17 0.14 0.333
H 0.482287 0.732559 3.054027 -0.22 -0.36 0.10 0.270
H 0.338310 0.996819 1.339618 -0.43 -0.28 0.18 -0.112
H -0.697604 3.292883 2.332328 -0.08 0.27 0.33 0.188
H 0.548785 2.977552 3.534863 0.12 0.15 -0.83 0.349
H 2.181542 3.747673 1.685075 -0.90 -0.19 0.23 0.265
H 1.391460 2.697361 0.593788 -0.35 -0.42 -0.60 0.170
H 0.587473 4.248187 1.040374 0.62 -0.01 -0.60 0.246
```
Positions in Å, forces in eV/Å.

Properties
**Energy above the lowest of the compared OMol25 structures with the same formula, charge and spin**: 144.25 kJ/mol
**Lowest unoccupied orbital energy**: 0.8 eV
**Molar mass**: 166.3 g/mol
**HOMO energy**: -8.54 eV
**Spin multiplicity**: 1
**Structure (SMILES)**: CCc1ccc(O)cc1.CCC

***

Entry from the Open Molecules 2025 dataset: a molecular structure, C4H8N2 (ωB97M-V/def2-TZVPD).

XYZ file:
```
14
Properties=species:S:1:pos:R:3:forces:R:3:mulliken_charge:R:1
C -1.773949 -0.344843 0.043419 -0.14 -0.27 -0.02 -0.497
N -1.405524 1.051442 0.273256 0.14 0.15 0.23 -0.641
C -0.758476 0.312546 -0.812726 0.07 -0.11 -0.21 0.157
C 0.684131 -0.098544 -0.933437 -0.11 0.35 -0.02 -0.223
C 1.572463 0.492258 0.096957 0.13 0.22 -0.05 -0.471
N 1.181643 -0.801191 0.705489 0.05 -0.12 0.11 -0.501
H -2.779547 -0.508313 -0.337138 0.17 0.04 0.04 0.250
H -1.425193 -1.084676 0.761186 -0.03 0.13 -0.14 0.279
H -0.793323 1.103153 1.085205 -0.06 -0.03 -0.08 0.299
H -1.099337 0.629901 -1.800176 0.05 -0.04 0.14 0.396
H 0.742337 -1.292417 -0.274162 0.00 -0.22 0.13 0.221
H 1.204036 1.332702 0.687076 0.04 -0.10 -0.13 0.148
H 2.631580 0.597671 -0.141340 -0.18 -0.05 0.02 0.242
H 2.019160 -1.389691 0.646390 -0.13 0.05 -0.02 0.338
```
Positions in Å, forces in eV/Å.

Properties
**Energy above the lowest of the compared OMol25 structures with the same formula, charge and spin**: 527.59 kJ/mol
**Lowest unoccupied orbital energy**: 0.8 eV
**Molar mass**: 84.1 g/mol
**HOMO energy**: -8.68 eV
**Spin multiplicity**: 1

***

Entry from the Open Molecules 2025 dataset: a molecular structure, C2H2AlO2 (ωB97M-V/def2-TZVPD).

XYZ file:
```
7
Properties=species:S:1:pos:R:3:forces:R:3:mulliken_charge:R:1
C -1.101788 1.542631 -0.515227 -0.41 2.49 -2.57 -0.047
C -1.257853 2.389667 -1.360171 0.04 -0.70 1.38 -0.085
O 2.481298 0.075077 -0.524082 -1.13 -0.25 0.66 -0.135
Al 1.019120 -0.066316 0.150114 2.64 0.07 -0.94 0.590
H -1.465422 3.262432 -1.952949 0.04 -0.28 -0.01 0.413
O -0.661224 0.513480 0.191778 -0.76 -1.25 1.26 -0.237
H -1.378486 0.033826 0.638736 -0.41 -0.07 0.21 0.500
```
Positions in Å, forces in eV/Å.

Properties
**Total charge**: +1
**Energy above the lowest of the compared OMol25 structures with the same formula, charge and spin**: 0.00 kJ/mol
**Lowest unoccupied orbital energy (alpha / beta)**: -7.5 / -7.5 eV
**Molar mass**: 85.0 g/mol
**HOMO energy (alpha / beta)**: -15.33 / -15.33 eV
**Spin multiplicity**: 1